1.
6 unconnected molecules or ions with the total composition C23H42ClNO8 at a distorted geometry, computed with the ωB97M-V functional and the def2-TZVPD basis.

```
75
Properties=species:S:1:pos:R:3:mulliken_charge:R:1
C 2.6686 1.3409 -1.7063 -1.27
C 2.3077 2.5751 -0.8623 -0.26
C 3.2139 2.7777 0.3429 -0.36
C 4.7148 2.9517 0.1065 -0.18
Cl 5.1829 4.4132 -0.7533 -0.19
N 5.2827 2.8691 1.4704 -0.25
C 4.2926 2.4207 2.3405 0.17
O 4.2200 2.6437 3.5248 -0.62
C 3.2898 1.7021 1.4451 0.24
C 2.0042 1.2058 2.0961 -0.65
C 1.9817 -0.2972 2.1973 0.61
O 1.1196 -1.0130 1.7588 -0.57
O 3.0702 -0.7859 2.8471 -0.43
H 2.8991 0.4834 -1.0672 0.30
H 3.5364 1.5602 -2.3334 0.35
H 1.8227 1.0760 -2.3426 0.36
H 1.2682 2.5304 -0.5350 0.02
H 2.4343 3.4601 -1.4955 0.47
H 2.8949 3.7095 0.8385 0.28
H 5.0951 2.0897 -0.4501 0.38
H 5.8133 3.6763 1.7706 0.32
H 3.8581 0.8678 1.0136 0.48
H 1.9384 1.5961 3.1187 0.36
H 1.1195 1.5054 1.5339 0.15
H 2.8185 -1.5768 3.3552 0.26
C -2.3906 3.9248 -1.9717 -1.08
C -1.9503 2.5792 -1.4644 1.13
O -0.9240 2.0519 -1.8394 -0.58
C -2.8401 1.9097 -0.4448 -1.22
H -1.6612 4.2993 -2.6879 0.26
H -3.3619 3.8381 -2.4510 0.25
H -2.4726 4.6286 -1.1440 0.35
H -3.8257 1.7279 -0.8689 0.29
H -2.9439 2.5547 0.4308 0.36
H -2.3943 0.9645 -0.1399 0.30
C 1.1264 -4.1661 2.8710 -0.83
C 1.9511 -4.5325 4.0768 0.84
O 2.3981 -3.6686 4.8020 -0.59
C 2.2056 -5.9951 4.3268 -0.74
H 1.0428 -3.0852 2.8375 0.06
H 1.6204 -4.5146 1.9622 0.27
H 0.1322 -4.6126 2.9260 0.37
H 2.7345 -6.4310 3.4774 0.00
H 1.2574 -6.5188 4.4647 0.33
H 2.8152 -6.1136 5.2197 0.31
C 4.9530 -9.0851 0.3776 -1.15
C 3.9798 -8.6220 1.4337 0.86
O 4.2898 -7.8011 2.2650 -0.54
C 2.5999 -9.2346 1.4011 -1.02
H 5.9034 -8.5738 0.5078 0.30
H 5.1073 -10.1623 0.4576 0.33
H 4.5578 -8.8673 -0.6159 0.32
H 2.6686 -10.3171 1.5189 0.33
H 2.1190 -9.0229 0.4448 0.33
H 1.9968 -8.8230 2.2071 0.21
C -3.6092 0.7875 -4.9917 -1.10
C -4.7478 1.0361 -4.0351 0.84
O -4.6258 1.7877 -3.0949 -0.49
C -6.0400 0.3048 -4.3021 -1.22
H -2.7409 1.3670 -4.6863 0.24
H -3.3505 -0.2726 -4.9960 0.34
H -3.9017 1.0747 -6.0031 0.36
H -5.8699 -0.7727 -4.2812 0.34
H -6.4238 0.5730 -5.2877 0.35
H -6.7742 0.5688 -3.5448 0.30
C -5.5243 6.5510 0.3235 -1.17
C -5.6374 6.0782 -1.1061 0.90
O -4.6641 5.9477 -1.8096 -0.53
C -7.0262 5.7699 -1.6110 -1.17
H -4.4807 6.7368 0.5660 0.29
H -6.0955 7.4706 0.4604 0.36
H -5.9243 5.7943 1.0006 0.32
H -7.6538 6.6604 -1.5476 0.37
H -7.4796 4.9850 -1.0033 0.32
H -6.9721 5.4383 -2.6450 0.29
```

Values from the calculation:
**SMILES string**: CC[C@H]1[C@H](CC(=O)O)C(=O)N[C@@H]1Cl.CC(C)=O.CC(C)=O.CC(C)=O.CC(C)=O.CC(C)=O
**Net charge**: 0
**Orbital gap**: 9.77 eV
**Total energy**: -54925.8126 eV

---

2.
5 unconnected molecules or ions with the total composition C23H42F2NO11S4 at a distorted geometry, computed with the ωB97M-V functional and the def2-TZVPD basis.

```
83
Properties=species:S:1:pos:R:3:mulliken_charge:R:1
N -4.9615 0.6938 -4.0518 -0.47
C -4.4459 -0.0026 -5.3290 1.17
C -4.3262 -1.5944 -4.9631 -1.05
C -3.4460 -1.8839 -3.5698 -0.28
C -1.8250 -1.7941 -3.7938 -0.24
F -1.3784 -0.5386 -3.0822 -0.35
C -5.5191 0.3714 -6.5075 -0.80
C -6.5365 -0.8341 -6.9447 0.55
O -6.4073 -1.4663 -8.1335 -0.53
F -7.6518 -1.1735 -5.9849 -0.28
C -2.9966 0.6841 -5.8034 0.00
O -2.2487 0.0433 -6.7329 -0.70
O -2.4951 1.9786 -5.3145 -0.76
H -4.1605 1.0783 -3.4937 0.30
H -5.5158 0.0008 -3.4671 0.19
H -3.8961 -2.2317 -5.8765 0.30
H -5.3895 -2.0883 -4.7370 0.37
H -3.6830 -3.0207 -3.2962 0.34
H -3.8490 -1.2539 -2.6635 0.09
H -1.4795 -1.6636 -4.9044 0.28
H -1.2443 -2.6825 -3.2865 0.21
H -6.0907 1.3556 -6.1486 0.33
H -4.8893 0.6551 -7.4769 0.31
C 3.8026 -0.7833 -3.3670 -0.58
C 2.9905 0.4815 -3.6414 -0.65
C 2.0799 0.7122 -2.4367 -0.36
S 2.9145 -0.0128 -1.0333 1.30
O 2.1301 -1.1338 -0.5596 -0.64
O 3.3695 1.0433 -0.1512 -0.76
C 4.3122 -0.6449 -1.9402 -0.77
H 4.6256 -0.8999 -4.0782 0.34
H 3.1547 -1.6640 -3.4507 0.29
H 3.6711 1.3337 -3.7580 0.29
H 2.4095 0.3970 -4.5651 0.36
H 1.9183 1.7774 -2.2527 0.37
H 1.1188 0.2052 -2.5585 0.03
H 4.6413 -1.5913 -1.5078 0.40
H 5.1141 0.0969 -1.8787 0.38
C 3.0291 -0.7721 2.8626 -0.31
C 1.9090 -1.7556 2.5268 -0.51
C 1.6574 -2.6064 3.7706 -0.69
S 2.1174 -1.5947 5.1694 1.19
O 3.2651 -2.1962 5.8152 -0.66
O 0.9234 -1.2210 5.9008 -0.71
C 2.6736 -0.1909 4.2230 -0.33
H 3.1239 0.0100 2.1038 0.19
H 3.9850 -1.3063 2.9205 0.19
H 0.9994 -1.1988 2.2707 0.31
H 2.1642 -2.3810 1.6657 0.32
H 0.6056 -2.8902 3.8578 0.36
H 2.2865 -3.5007 3.7776 0.38
H 3.5200 0.2844 4.7216 -0.05
H 1.8387 0.5119 4.1449 0.37
C 6.6366 0.1260 7.3205 -0.78
C 7.6875 1.2039 7.0592 -0.65
C 8.4969 0.7689 5.8387 -0.65
S 7.4061 -0.2439 4.8507 1.19
O 7.9224 -1.5964 4.8342 -0.68
O 7.0617 0.4696 3.6372 -0.67
C 6.0173 -0.1833 5.9657 -0.27
H 5.8831 0.4593 8.0401 0.33
H 7.1198 -0.7709 7.7262 0.34
H 7.1876 2.1574 6.8496 0.29
H 8.3350 1.3569 7.9282 0.35
H 8.8286 1.6274 5.2492 0.34
H 9.3579 0.1591 6.1260 0.35
H 5.4802 -1.1331 5.9455 0.36
H 5.3606 0.6282 5.6383 0.12
C -6.1246 2.9346 1.2221 -0.58
C -7.5083 2.3336 0.9799 -0.59
C -7.5672 1.8920 -0.4815 -0.77
S -5.8877 1.5106 -0.9562 1.31
O -5.4663 2.4619 -1.9630 -0.64
O -5.7572 0.0789 -1.1392 -0.71
C -5.1369 1.9614 0.5958 -0.78
H -5.9254 3.0790 2.2880 0.34
H -6.0541 3.9112 0.7284 0.30
H -7.6479 1.4643 1.6339 0.29
H -8.3054 3.0478 1.2089 0.32
H -8.1911 1.0037 -0.6084 0.36
H -7.9279 2.6963 -1.1284 0.38
H -4.1531 2.4004 0.4215 0.40
H -5.0431 1.0531 1.1984 0.38
```

Values from the calculation:
**Net charge**: -1
**Orbital gap**: 6.17 eV
**Total energy**: -97316.0133 eV

---

3.
A molecular structure, C23H42FeN5O at a distorted geometry, computed with the ωB97M-V functional and the def2-TZVPD basis.

```
72
Properties=species:S:1:pos:R:3:lowdin_spin:R:1
Fe -1.1954 -1.7194 2.5028 4.67
C 0.1014 1.7583 0.5105 0.02
C -0.7370 0.5746 0.1202 0.06
C -0.0240 -0.3777 -0.8054 0.04
O -1.2993 -0.2664 1.1229 0.71
H 0.9747 1.3464 1.0162 0.00
H -0.5161 2.4057 1.1331 0.00
H 0.3315 2.3048 -0.4041 0.00
H -1.5439 0.9756 -0.4932 0.00
H 0.5407 0.1092 -1.6005 0.01
H -0.6595 -1.1316 -1.2700 0.00
H 0.7135 -0.9583 -0.2512 0.00
C -3.8946 -0.4327 -2.1677 0.00
C -3.5865 0.5261 -3.3116 0.00
C -3.1355 -0.1386 -4.5841 0.00
C -2.2087 -1.3067 -4.3643 0.00
N -1.4564 -2.1347 -4.0507 0.00
H -4.4917 -1.2884 -2.4828 0.00
H -4.0843 0.0038 -1.1871 0.00
H -2.8829 -0.8078 -2.0130 0.00
H -3.0092 1.3552 -2.9023 0.00
H -4.5035 1.0775 -3.5194 0.00
H -2.6816 0.4980 -5.3436 0.00
H -3.9553 -0.5456 -5.1760 0.00
C -3.9181 2.4974 2.1229 0.00
C -4.7782 2.0589 3.2714 0.00
C -5.1257 0.5714 3.3593 0.00
C -4.0152 -0.3956 3.2444 0.04
N -3.1765 -1.2197 3.1452 0.15
H -2.8847 2.7443 2.3663 0.00
H -4.4542 3.2014 1.4865 0.00
H -3.8475 1.7335 1.3485 0.00
H -5.7182 2.6096 3.2356 0.00
H -4.3020 2.3384 4.2112 0.00
H -5.6887 0.4045 2.4410 0.00
H -5.7634 0.3144 4.2050 0.00
C 3.4245 3.9153 2.6899 0.00
C 2.6359 5.2223 2.5351 0.00
C 1.1878 5.1193 2.0814 0.00
C 0.2312 4.2410 2.8558 0.00
N -0.4713 3.5214 3.5175 0.00
H 4.1299 3.8711 3.5197 0.00
H 3.8739 3.5569 1.7638 0.00
H 2.6542 3.1700 2.8879 0.00
H 3.1759 5.8769 1.8510 0.00
H 2.6791 5.5803 3.5637 0.00
H 1.1890 4.6658 1.0902 0.00
H 0.8030 6.1389 2.0603 0.00
C 4.2787 -2.4634 -0.1011 0.00
C 3.8867 -3.6671 0.7647 0.00
C 3.3054 -3.1661 2.1360 0.02
C 1.9196 -2.6921 2.0414 0.11
N 0.7492 -2.3539 2.0155 0.16
H 5.3038 -2.1136 0.0209 0.00
H 3.4687 -1.7344 -0.1251 0.00
H 4.3831 -2.8975 -1.0955 0.00
H 4.7876 -4.2204 1.0298 0.00
H 3.3345 -4.3995 0.1758 0.00
H 3.8342 -2.2560 2.4190 0.00
H 3.4810 -3.9103 2.9129 0.00
C 2.6853 -4.5831 -3.2799 0.00
C 1.8621 -3.4827 -2.6750 0.00
C 2.0978 -2.1694 -3.4250 0.00
C 3.0867 -1.2032 -2.9387 0.00
N 3.8987 -0.4779 -2.5774 0.00
H 2.6799 -5.4911 -2.6769 0.00
H 3.7338 -4.2878 -3.3191 0.00
H 2.3785 -4.8886 -4.2802 0.00
H 1.8924 -3.4054 -1.5882 0.00
H 0.8822 -3.9013 -2.9043 0.00
H 1.1822 -1.5817 -3.3585 0.00
H 2.2510 -2.2189 -4.5031 0.00
```

Values from the calculation:
**Spin multiplicity**: 7
**Net charge**: +1
**Orbital gap (spin up / spin down)**: 5.86 / 7.46 eV
**Relative energy (zero: lowest compared OMol25 entry of this formula, charge and spin)**: 1.6182 eV
**Total energy**: -68404.3766 eV

---

net charge of number 1 (C23H42ClNO8)? 0